(1)
{"formula": "C19H68N10O15", "method": "the ωB97M-V functional and the def2-TZVPD basis", "relative_energy_kj_mol": 181.3, "largest_force_ev_per_a": 8.48, "total_energy_ev": -66413.1108, "mol_weight_da": 676.8, "orbital_gap_ev": 8.69, "species": ["C", "C", "O", "H", "H", "H", "H", "H", "H", "C", "C", "O", "H", "H", "H", "H", "H", "H", "C", "C", "O", "H", "H", "H", "H", "H", "H", "C", "C", "O", "H", "H", "H", "H", "H", "H", "C", "O", "N", "N", "H", "H", "H", "H", "C", "O", "N", "N", "H", "H", "H", "H", "C", "O", "N", "N", "H", "H", "H", "H", "C", "O", "N", "N", "H", "H", "H", "H", "C", "O", "N", "N", "H", "H", "H", "H", "C", "O", "H", "H", "H", "H", "C", "O", "H", "H", "H", "H", "C", "O", "H", "H", "H", "H", "C", "O", "H", "H", "H", "H", "C", "O", "H", "H", "H", "H", "C", "O", "H", "H", "H", "H"], "positions_angstrom": [[-7.213000, -19.770000, 4.301000], [-6.553000, -20.987000, 3.462000], [-5.861000, -21.865000, 4.353000], [-6.636000, -19.648000, 5.180000], [-8.231000, -19.959000, 4.537000], [-7.330000, -18.926000, 3.781000], [-5.834000, -20.601000, 2.796000], [-7.318000, -21.514000, 2.923000], [-5.405000, -22.433000, 3.756000], [-14.248000, -23.865000, -1.416000], [-13.262000, -24.849000, -2.165000], [-14.015000, -25.375000, -3.202000], [-14.761000, -23.037000, -1.909000], [-13.705000, -23.209000, -0.703000], [-15.151000, -24.353000, -0.990000], [-13.015000, -25.555000, -1.364000], [-12.430000, -24.259000, -2.473000], [-14.034000, -24.758000, -4.006000], [-12.187000, -19.716000, -0.926000], [-13.427000, -20.547000, -0.713000], [-14.514000, -19.821000, -1.049000], [-12.021000, -18.895000, -0.300000], [-12.042000, -19.476000, -1.923000], [-11.302000, -20.360000, -0.625000], [-13.502000, -20.900000, 0.306000], [-13.465000, -21.416000, -1.395000], [-15.212000, -20.436000, -1.236000], [-13.983000, -24.401000, 5.933000], [-14.741000, -23.855000, 4.843000], [-15.847000, -23.074000, 5.121000], [-13.495000, -23.525000, 6.456000], [-13.286000, -25.129000, 5.558000], [-14.484000, -25.016000, 6.680000], [-15.060000, -24.706000, 4.227000], [-14.050000, -23.242000, 4.263000], [-16.641000, -23.622000, 4.972000], [-11.175000, -21.415000, 2.010000], [-11.540000, -20.107000, 2.291000], [-12.070000, -22.340000, 1.977000], [-9.933000, -21.814000, 1.832000], [-13.015000, -22.145000, 2.245000], [-11.813000, -23.311000, 1.610000], [-9.253000, -21.070000, 1.599000], [-9.709000, -22.803000, 1.804000], [-10.038000, -23.138000, 5.449000], [-11.113000, -23.675000, 4.866000], [-9.594000, -23.433000, 6.592000], [-9.199000, -22.527000, 4.732000], [-10.271000, -24.036000, 7.152000], [-8.690000, -23.245000, 6.981000], [-9.430000, -22.420000, 3.803000], [-8.306000, -22.085000, 4.864000], [-12.651000, -25.379000, 1.776000], [-11.764000, -24.837000, 0.895000], [-12.629000, -25.220000, 3.056000], [-13.512000, -26.288000, 1.447000], [-11.893000, -24.723000, 3.540000], [-13.456000, -25.436000, 3.558000], [-13.605000, -26.694000, 0.536000], [-13.934000, -26.778000, 2.166000], [-11.568000, -16.887000, 1.481000], [-10.263000, -17.194000, 1.139000], [-11.988000, -15.739000, 1.178000], [-12.429000, -17.686000, 2.080000], [-11.299000, -15.285000, 0.581000], [-12.966000, -15.512000, 1.181000], [-12.273000, -18.691000, 1.998000], [-12.983000, -17.406000, 2.930000], [-15.988000, -23.843000, 1.698000], [-14.745000, -23.220000, 1.770000], [-17.152000, -23.312000, 1.966000], [-16.068000, -25.069000, 1.217000], [-17.222000, -22.355000, 2.298000], [-18.061000, -23.738000, 1.546000], [-15.104000, -25.458000, 1.160000], [-16.648000, -25.216000, 0.399000], [-8.672000, -24.914000, 1.363000], [-8.420000, -23.925000, 2.375000], [-7.700000, -25.314000, 1.070000], [-9.116000, -24.338000, 0.518000], [-9.219000, -25.834000, 1.563000], [-7.491000, -24.114000, 2.601000], [-10.090000, -17.972000, 4.524000], [-10.992000, -17.620000, 5.580000], [-9.962000, -17.138000, 3.826000], [-10.298000, -18.850000, 3.962000], [-9.115000, -18.033000, 4.941000], [-11.906000, -17.603000, 5.293000], [-12.652000, -20.654000, 4.981000], [-13.044000, -20.159000, 6.283000], [-13.225000, -20.154000, 4.199000], [-12.996000, -21.621000, 4.867000], [-11.567000, -20.607000, 4.721000], [-12.279000, -20.412000, 6.808000], [-8.480000, -19.619000, -0.151000], [-8.656000, -19.595000, 1.276000], [-8.886000, -18.689000, -0.568000], [-9.125000, -20.415000, -0.488000], [-7.478000, -19.661000, -0.443000], [-9.370000, -18.963000, 1.439000], [-6.213000, -22.174000, 0.023000], [-6.678000, -21.958000, -1.310000], [-5.360000, -22.825000, 0.137000], [-7.209000, -22.295000, 0.497000], [-5.793000, -21.270000, 0.453000], [-6.704000, -22.851000, -1.611000], [-15.586000, -20.216000, 2.254000], [-15.829000, -18.812000, 2.481000], [-16.296000, -20.555000, 1.418000], [-15.603000, -20.993000, 3.066000], [-14.627000, -20.223000, 1.825000], [-15.604000, -18.320000, 1.674000]], "atomic_forces_ev_per_a": [[0.990, -4.766, -0.053], [-1.271, 1.995, 1.938], [-0.831, 0.429, 0.598], [0.557, 0.331, 0.907], [-0.835, -0.806, 0.598], [0.392, 3.319, -2.372], [0.693, 0.696, -1.067], [-0.410, -0.248, -0.404], [0.799, -0.946, -0.270], [0.330, 0.927, 1.000], [-2.921, 2.628, 1.857], [-0.070, -0.464, -3.010], [0.328, -0.247, -1.575], [-0.299, -1.297, 0.478], [1.104, -0.210, 0.157], [0.346, -0.338, -0.864], [1.016, 0.017, -0.285], [0.207, -1.255, 2.058], [1.567, -3.130, 1.456], [1.870, -1.192, -0.245], [-2.584, 2.378, -0.506], [-0.466, 1.454, 0.913], [0.104, 0.659, -2.027], [-0.884, 0.426, -0.474], [0.251, -0.271, 0.378], [0.948, 0.125, 0.427], [-0.705, -0.127, -0.084], [1.301, 0.325, 3.275], [-0.213, -0.420, -2.385], [-1.866, 0.285, 0.421], [-0.047, -1.318, -0.318], [0.989, 0.273, -0.205], [-0.814, 0.345, 0.100], [-0.134, 0.100, -0.487], [-0.138, -0.158, -0.335], [0.563, 0.594, 0.310], [-1.860, 5.750, 1.451], [2.103, -5.327, -1.308], [-1.126, -2.592, -0.499], [1.439, 0.374, -0.404], [-0.278, 0.004, -0.083], [-0.625, 1.439, 0.403], [-0.093, -0.230, 0.314], [-0.221, 0.727, -0.140], [-4.552, -3.514, -4.812], [2.750, 1.840, 2.660], [-2.005, -3.412, 7.497], [3.052, 3.473, -2.936], [1.663, 1.256, -0.827], [0.015, 0.252, -0.273], [-0.950, 0.257, -2.330], [0.053, -0.289, 1.332], [6.123, 2.665, -4.090], [-3.722, -2.289, 3.515], [1.186, 1.127, 2.057], [-2.032, -1.872, -3.307], [0.097, 0.642, 0.226], [-0.289, -0.071, 0.522], [0.373, 0.219, -0.302], [-0.789, -1.263, 1.347], [6.966, -4.455, -0.402], [-5.472, 0.591, 1.202], [-0.294, 5.028, -1.784], [-1.969, -1.298, 2.092], [-0.677, 0.575, 0.330], [0.087, 0.087, -0.172], [0.497, -0.186, 0.475], [0.805, -0.109, -1.765], [6.456, 3.815, -0.485], [-6.329, -2.847, 0.508], [-3.863, 1.195, -0.129], [1.376, -2.812, -0.749], [0.183, -0.253, -0.279], [2.514, 0.949, 1.360], [-1.212, 0.375, -0.523], [-0.036, -0.119, 0.351], [0.774, 0.565, -1.617], [1.018, -1.744, 0.405], [0.127, 0.175, -0.518], [0.102, -0.957, 0.373], [-0.725, 0.580, 0.826], [-0.760, 0.555, 0.409], [-0.197, 1.936, 0.013], [0.500, -0.329, 0.078], [-0.404, -0.064, -0.249], [-0.616, -0.875, -0.307], [0.688, -0.340, 0.861], [-0.014, -0.250, -0.277], [0.002, 1.669, -0.327], [0.948, -0.296, -0.718], [0.281, 0.697, 0.199], [-0.251, -2.441, 0.058], [-0.872, 0.232, 0.524], [-0.224, 0.291, 0.501], [-2.358, 1.214, 0.866], [1.197, 0.294, -0.370], [0.013, -0.098, 0.067], [0.333, -0.560, -0.785], [1.532, -0.591, -0.211], [-0.468, 0.538, 0.232], [-1.608, 1.851, 0.408], [1.365, 0.365, -0.086], [-0.355, -1.196, -0.087], [1.222, -0.959, 1.111], [-0.237, 0.651, -0.309], [-0.348, -0.792, -1.097], [-1.338, 0.005, -1.821], [-0.505, -0.330, 1.024], [0.768, 0.141, 1.092], [-0.268, 1.634, -0.016], [1.424, -0.743, -0.497], [0.047, -0.643, 0.302]], "mulliken_charge": [-1.16, -0.52, -0.58, 0.45, -0.02, 0.68, 0.66, 0.21, 0.29, -0.31, -0.42, -0.59, 0.72, -0.23, 0.10, 0.04, 0.32, 0.36, -1.29, 1.91, -0.61, -0.06, 0.64, -0.04, -0.89, -0.11, 0.37, -1.06, 0.16, -0.61, 0.12, 0.29, 0.45, 0.54, -0.34, 0.41, -2.21, 1.77, 2.94, 2.25, -1.49, -0.85, -0.49, -0.92, 0.46, -0.55, -0.36, 0.49, 0.33, 0.17, -0.47, 0.07, 0.21, -0.70, 0.03, -0.36, 0.20, -0.01, 0.34, 0.18, 0.21, -0.76, -0.37, -0.04, 0.33, 0.20, -0.29, 0.28, -0.22, 0.26, -0.27, -0.51, 0.27, 0.25, 0.22, 0.33, -1.12, -0.43, 0.51, 0.26, 0.24, 0.28, -0.38, -0.64, 0.36, -0.26, 0.48, 0.32, 1.49, -0.62, -0.15, -0.98, -0.11, 0.39, -0.75, -0.58, 0.23, 0.30, 0.37, 0.04, -0.60, -0.50, 0.40, 0.25, 0.18, 0.31, 0.53, -0.65, 0.06, 0.01, -0.37, 0.33]}



(2)
{"formula": "C4H5ClO", "method": "the ωB97M-V functional and the def2-TZVPD basis", "relative_energy_kj_mol": 14.2, "largest_force_ev_per_a": 1.60, "total_energy_ev": -18798.0521, "mol_weight_da": 104.5, "orbital_gap_ev": 10.03, "species": ["Cl", "C", "C", "C", "O", "C", "H", "H", "H", "H", "H"], "positions_angstrom": [[-0.343590, -0.288651, -2.355042], [-0.649657, -0.251607, -0.580655], [0.301253, -1.155478, 0.141060], [1.041099, -0.390583, 0.914925], [0.800743, 0.953995, 0.877230], [-0.322320, 1.126795, 0.007528], [-1.705960, -0.472332, -0.503933], [0.207642, -2.230699, 0.005689], [1.870673, -0.661544, 1.519344], [-1.159022, 1.435946, 0.636376], [-0.040861, 1.934158, -0.662520]], "atomic_forces_ev_per_a": [[0.080, -0.065, -0.465], [0.272, 0.590, -0.382], [-1.515, -0.224, -0.457], [0.554, 0.480, 0.125], [0.324, -0.855, 0.057], [-0.294, 0.170, 0.612], [-0.068, -0.207, 0.155], [0.570, 0.361, 0.272], [0.442, -0.191, 0.540], [-0.041, 0.179, -0.050], [-0.324, -0.240, -0.406]], "nbo_charge": [-0.09, -0.23, -0.35, 0.17, -0.48, -0.09, 0.22, 0.24, 0.20, 0.19, 0.21]}



(3)
{"formula": "C3H4N3O2S3", "method": "the ωB97M-V functional and the def2-TZVPD basis", "relative_energy_kj_mol": 96.5, "largest_force_ev_per_a": 4.43, "total_energy_ev": -44243.4141, "charge": -1, "mol_weight_da": 210.3, "orbital_gap_ev": 7.12, "species": ["N", "S", "O", "O", "C", "C", "N", "N", "C", "S", "S", "H", "H", "H", "H"], "positions_angstrom": [[1.598480, 1.901091, 0.837037], [2.488295, 1.321054, -0.285633], [3.899748, 1.403729, 0.120770], [2.271464, 1.696016, -1.691288], [2.021583, -0.410937, -0.112069], [1.056063, -1.229114, 0.147527], [-0.280287, -1.551990, 0.227819], [-1.144595, -0.560562, -0.327745], [-0.903290, 0.713779, -0.504595], [-1.955051, 1.468087, -1.517316], [2.578778, -2.128056, 0.598574], [2.231350, 1.966392, 1.638764], [-0.538838, -2.198959, 0.972917], [-1.738978, -1.004864, -1.057698], [-0.179978, 1.101634, 0.057096]], "atomic_forces_ev_per_a": [[-0.550, 0.671, -0.521], [2.600, 0.908, 0.148], [-0.696, -0.696, -0.543], [-0.839, -0.719, 1.921], [-0.617, -1.137, -0.299], [0.713, -0.403, 0.349], [1.453, 1.089, -0.783], [-0.948, -4.329, -0.108], [-3.576, -0.770, -2.225], [0.160, 0.865, -0.258], [-0.484, 0.775, -0.334], [-0.311, -0.018, -0.293], [-0.433, 0.905, -0.215], [0.424, 0.760, 0.910], [3.103, 2.099, 2.250]], "nbo_charge": [-1.25, 2.28, -1.01, -0.94, -0.38, 0.03, -0.48, -0.39, -0.03, -0.23, -0.03, 0.38, 0.40, 0.40, 0.24]}